No. 1
The following is a DFT calculation (ωB97M-V/def2-TZVPD) of one molecule with the formula C23H23NO2.

Geometry as XYZ:
```
49
Properties=species:S:1:pos:R:3:lowdin_charge:R:1
C 3.50 -3.97 -4.32 -0.09
C 2.04 -4.41 -4.23 -0.21
C 1.35 -3.70 -3.09 -0.24
C 0.77 -2.45 -3.29 -0.03
C 0.17 -1.77 -2.26 0.00
C 0.14 -2.32 -0.97 -0.10
C -0.47 -1.69 0.17 -0.14
C -1.17 -0.36 0.03 -0.14
N -0.29 0.64 -0.54 -0.18
C 0.79 1.00 0.37 -0.16
C 0.37 1.97 1.44 -0.01
C -0.74 2.70 1.37 -0.20
C -1.13 3.61 2.47 -0.19
C -1.59 4.89 2.23 -0.04
C -1.95 5.73 3.27 -0.08
C -1.85 5.28 4.58 -0.09
C -1.39 4.00 4.84 -0.08
C -1.03 3.17 3.79 -0.04
C -1.65 2.61 0.18 -0.12
C -0.99 1.84 -0.97 -0.18
C -0.42 -2.32 1.37 0.07
C 0.21 -3.61 1.55 -0.45
O 0.29 -4.20 2.60 0.11
O 0.77 -4.18 0.44 0.13
C 0.74 -3.57 -0.77 -0.17
C 1.34 -4.25 -1.83 0.05
H 4.03 -4.20 -3.40 0.08
H 3.56 -2.89 -4.49 0.07
H 4.00 -4.48 -5.14 0.07
H 2.00 -5.49 -4.07 0.11
H 1.53 -4.18 -5.16 0.11
H 0.78 -2.01 -4.28 0.11
H -0.26 -0.80 -2.41 0.11
H -2.02 -0.49 -0.66 0.14
H -1.58 -0.07 1.01 0.13
H 1.19 0.09 0.81 0.12
H 1.59 1.45 -0.23 0.13
H 1.04 2.06 2.28 0.12
H -1.66 5.26 1.21 0.11
H -2.30 6.73 3.07 0.10
H -2.14 5.93 5.40 0.10
H -1.32 3.65 5.85 0.10
H -0.69 2.17 3.99 0.11
H -1.93 3.60 -0.17 0.11
H -2.58 2.11 0.49 0.12
H -1.74 1.56 -1.72 0.12
H -0.25 2.48 -1.45 0.13
H -0.86 -1.89 2.26 0.13
H 1.79 -5.21 -1.63 0.13
```

E_LUMO   0.13 eV
Maximum force   0.9 eV/Å
Total energy   -29809.577 eV
Relative energy (zero: lowest compared OMol25 entry of this formula, charge and spin)   1.008 eV
SMILES   CCc1ccc2c(CN3CC=C(c4ccccc4)CC3)cc(=O)oc2c1
Highest occupied orbital energy   -0.31599 hartree
HOMO-LUMO gap   0.321 Ha



No. 2
The following is a DFT calculation (ωB97M-V/def2-TZVPD) of C23H24B4Br2F32O10 as an isolated structure.

Geometry as XYZ:
```
95
Properties=species:S:1:pos:R:3:lowdin_charge:R:1
C -1.24 -0.71 -2.52 -0.15
C -0.48 0.22 -3.63 -0.64
Br -1.96 1.05 -4.77 0.57
C 0.36 1.49 -3.02 -0.53
Br -0.85 3.11 -2.72 0.65
B 1.30 1.14 -1.71 -0.42
O 2.76 1.47 -1.80 0.13
B 3.44 0.17 -1.63 -0.20
O 3.11 -0.71 -0.48 0.16
B 2.03 0.01 0.28 -0.40
O 2.22 0.15 1.76 0.20
B 0.92 0.02 2.46 -0.46
O 0.58 0.93 3.57 0.07
O -0.03 -1.07 2.06 0.06
O 0.85 0.56 -0.43 0.19
H -1.47 -0.19 -1.50 0.10
H -2.30 -1.04 -2.98 0.06
H -0.62 -1.72 -2.41 0.09
H 0.15 -0.43 -4.38 0.11
H 1.11 1.84 -3.88 0.13
H 4.22 -0.15 -2.47 0.11
H -0.28 1.37 3.28 0.14
H 0.37 -1.98 2.28 0.14
C -4.81 2.35 0.19 -0.05
C -4.63 2.83 -1.26 -0.43
C -4.17 4.27 -1.41 -0.31
F -5.07 5.15 -0.90 0.09
F -4.03 4.59 -2.73 0.08
F -5.79 2.60 -1.95 0.13
F -3.69 2.01 -1.84 0.04
O -6.15 2.37 0.69 0.03
C -6.58 3.62 1.23 -0.48
C -7.77 4.22 0.48 -0.26
F -7.46 4.46 -0.83 0.09
F -8.14 5.41 1.01 0.09
F -5.52 4.47 1.31 0.12
F -6.94 3.36 2.52 0.14
H -4.54 1.29 0.20 0.15
H -4.11 2.83 0.88 0.15
H -3.21 4.43 -0.93 0.16
H -8.63 3.55 0.50 0.18
C 6.87 0.88 0.93 -0.04
C 7.23 0.76 -0.56 -0.42
C 8.56 0.07 -0.84 -0.29
F 9.61 0.75 -0.31 0.09
F 8.79 0.00 -2.18 0.09
F 7.18 1.99 -1.14 0.13
F 6.24 0.03 -1.16 0.08
O 7.15 2.14 1.54 0.04
C 8.48 2.29 2.04 -0.48
C 9.25 3.43 1.35 -0.26
F 9.36 3.21 0.01 0.09
F 10.51 3.53 1.83 0.09
F 9.13 1.10 1.97 0.12
F 8.35 2.57 3.36 0.14
H 5.78 0.79 0.99 0.15
H 7.24 0.04 1.52 0.15
H 8.57 -0.95 -0.45 0.18
H 8.74 4.39 1.49 0.18
C -2.57 0.03 7.66 -0.05
C -1.77 -1.15 7.11 -0.43
C -1.42 -1.05 5.63 -0.29
F -2.52 -1.02 4.84 0.08
F -0.70 -2.14 5.23 0.09
F -2.43 -2.31 7.38 0.13
F -0.60 -1.22 7.82 0.10
O -3.98 -0.16 7.76 0.03
C -4.72 0.13 6.58 -0.48
C -5.46 -1.10 6.03 -0.26
F -4.60 -2.09 5.71 0.09
F -6.14 -0.80 4.90 0.09
F -3.91 0.70 5.67 0.12
F -5.62 1.09 6.93 0.14
H -2.24 0.17 8.70 0.15
H -2.31 0.98 7.17 0.15
H -0.81 -0.16 5.42 0.16
H -6.17 -1.49 6.77 0.18
C 0.70 -5.90 -5.22 -0.05
C 0.88 -5.43 -6.67 -0.43
C 1.34 -3.98 -6.82 -0.29
F 0.45 -3.11 -6.31 0.08
F 1.48 -3.66 -8.13 0.09
F -0.27 -5.66 -7.36 0.13
F 1.82 -6.24 -7.24 0.10
O -0.64 -5.88 -4.71 0.03
C -1.06 -4.63 -4.17 -0.48
C -2.26 -4.04 -4.93 -0.26
F -1.95 -3.80 -6.23 0.09
F -2.63 -2.84 -4.40 0.08
F -0.01 -3.79 -4.10 0.11
F -1.42 -4.90 -2.88 0.14
H 0.98 -6.96 -5.20 0.15
H 1.41 -5.42 -4.53 0.15
H 2.31 -3.82 -6.33 0.17
H -3.12 -4.71 -4.90 0.18
```

E_LUMO   -0.65 eV
Maximum force   4.9 eV/Å
Total energy   -274472.513 eV
Relative energy (zero: lowest compared OMol25 entry of this formula, charge and spin)   4.911 eV
Highest occupied orbital energy   -0.34883 hartree
HOMO-LUMO gap   0.325 Ha



No. 3
The following is a DFT calculation (ωB97M-V/def2-TZVPD) of C23H24BrCoN5O2S as an isolated structure.

Geometry as XYZ:
```
57
Properties=species:S:1:pos:R:3:lowdin_charge:R:1
Co 0.53 0.32 -0.34 0.35
C -1.75 4.90 -2.72 -0.08
C -2.50 4.19 -1.60 -0.26
N -1.66 3.91 -0.44 0.01
C -0.89 2.84 -0.27 -0.68
S -0.91 1.58 -1.48 0.86
N -0.14 2.80 0.81 0.05
N 0.49 1.63 0.97 -0.06
C 1.10 1.36 2.08 -0.22
C 1.09 2.24 3.27 0.01
C 1.79 0.06 2.08 -0.17
C 2.45 -0.47 3.17 0.03
C 3.04 -1.72 3.05 -0.02
C 2.96 -2.40 1.85 -0.01
C 2.29 -1.81 0.79 -0.06
N 1.73 -0.60 0.91 0.05
H -2.42 5.06 -3.57 0.08
H -0.91 4.30 -3.06 0.06
H -1.38 5.87 -2.39 0.08
H -2.92 3.24 -1.95 0.09
H -3.34 4.79 -1.25 0.12
H -1.61 4.59 0.30 0.15
H 0.58 3.17 3.04 0.08
H 2.10 2.45 3.61 0.10
H 0.55 1.74 4.09 0.11
H 2.48 0.07 4.10 0.12
H 3.55 -2.17 3.90 0.12
H 3.40 -3.38 1.72 0.12
H 2.18 -2.30 -0.17 0.12
Br -3.16 -5.62 -0.34 0.74
C -3.53 -3.92 0.41 -0.68
C -4.76 -3.70 1.01 -0.12
C -5.03 -2.45 1.56 -0.06
C -4.08 -1.45 1.52 -0.01
C -2.85 -1.69 0.92 -0.13
C -2.57 -2.93 0.35 -0.07
C -1.83 -0.58 0.88 -0.55
O -1.99 0.46 1.49 0.07
O -0.78 -0.86 0.16 -0.13
H -5.50 -4.49 1.04 0.10
H -5.99 -2.27 2.03 0.11
H -4.26 -0.48 1.96 0.12
H -1.62 -3.12 -0.12 0.10
N 2.07 1.08 -1.32 0.06
C 2.40 -0.14 -2.03 -0.30
C 1.33 -0.91 -2.49 -0.06
C 1.57 -2.17 -3.02 -0.04
C 2.86 -2.64 -3.12 -0.06
C 3.93 -1.86 -2.68 -0.05
C 3.70 -0.61 -2.13 -0.02
H 2.84 1.38 -0.73 0.13
H 1.81 1.85 -1.93 0.12
H 0.31 -0.52 -2.48 0.08
H 0.73 -2.76 -3.37 0.12
H 3.05 -3.62 -3.55 0.12
H 4.94 -2.23 -2.76 0.12
H 4.52 0.00 -1.77 0.12
```

E_LUMO   -3.78 eV
Maximum force   0.2 eV/Å
Total energy   -154286.804 eV
Charge   +1
Highest occupied orbital energy   -0.40044 hartree
HOMO-LUMO gap   0.261 Ha



No. 4
The following is a DFT calculation (ωB97M-V/def2-TZVPD) of C23H24BrMnN4O3SSi as an isolated structure.

Geometry as XYZ:
```
58
Properties=species:S:1:pos:R:3:mulliken_spin:R:1
Mn 0.54 0.01 0.17 4.14
Br 3.36 -0.17 0.15 0.04
C 3.32 -0.31 2.05 -0.02
C 4.49 -0.65 2.66 0.00
C 4.53 -0.67 4.08 -0.01
C 3.43 -0.34 4.80 0.01
C 2.21 0.01 4.16 0.00
C 1.07 0.39 4.91 0.02
C -0.09 0.75 4.29 -0.01
C -0.17 0.71 2.88 -0.10
C 0.90 0.33 2.11 -0.14
C 2.13 0.00 2.75 -0.10
H 5.37 -0.87 2.08 0.00
H 5.45 -0.94 4.57 0.00
H 3.46 -0.33 5.89 0.00
H 1.14 0.40 6.00 0.00
H -0.95 1.06 4.87 0.00
H -1.11 0.99 2.40 0.00
N -5.02 -4.17 2.72 0.00
C -3.99 -3.71 1.93 0.00
C -3.03 -2.84 2.45 0.00
C -1.97 -2.41 1.67 0.02
C -1.87 -2.86 0.35 0.01
C -2.81 -3.73 -0.18 0.00
C -3.86 -4.16 0.61 0.00
S -0.55 -2.32 -0.65 -0.03
O -0.27 -3.31 -1.64 0.00
O 0.57 -1.99 0.30 -0.01
N -0.79 -0.83 -1.17 0.04
C -1.84 -0.50 -2.01 0.02
N -1.89 0.78 -2.39 0.01
C -2.88 1.10 -3.21 0.00
C -3.82 0.18 -3.65 0.01
C -3.67 -1.11 -3.19 0.00
N -2.68 -1.46 -2.37 0.01
H -5.24 -3.66 3.55 0.00
H -5.82 -4.58 2.26 0.00
H -3.11 -2.50 3.47 0.00
H -1.23 -1.75 2.09 -0.02
H -2.71 -4.07 -1.20 0.00
H -4.59 -4.85 0.20 0.00
H -2.93 2.14 -3.52 0.00
H -4.63 0.46 -4.32 0.00
H -4.36 -1.90 -3.48 0.00
C -0.23 3.86 -2.01 0.00
Si -0.18 3.28 -0.25 0.00
C 0.98 4.36 0.74 0.01
C -1.90 3.36 0.47 0.00
O 0.38 1.74 -0.21 0.12
H -0.67 4.86 -2.08 0.00
H -0.83 3.16 -2.60 0.00
H 0.77 3.90 -2.45 0.00
H 1.00 5.39 0.37 0.00
H 1.99 3.95 0.68 0.00
H 0.69 4.38 1.79 0.00
H -2.45 4.22 0.10 0.00
H -1.88 3.41 1.56 0.00
H -2.45 2.46 0.18 0.00
```

E_LUMO (alpha / beta)   0.00 / 0.22 eV
Maximum force   0.8 eV/Å
Total energy   -156422.041 eV
Expectation value of S²   6.0788
Relative energy (zero: lowest compared OMol25 entry of this formula, charge and spin)   0.146 eV
Highest occupied orbital energy (alpha / beta)   -0.30409 / -0.30519 hartree
HOMO-LUMO gap (alpha / beta)   0.304 / 0.313 Ha
Multiplicity   5